# 1
Molecular formula: C18H30BrF3NO5SSi
Method: DFT, ωB97M-V/def2-TZVPD

The geometry in XYZ format:
```
60
C18H30BrF3NO5SSi (ωB97M-V/def2-TZVPD)
H -6.21 1.31 -4.07
C -6.34 0.76 -3.02
H -6.95 -1.41 0.82
F 2.25 -3.13 5.84
C -5.22 -0.33 -0.56
C 3.23 -2.49 5.12
H 2.76 -0.87 1.10
H 6.16 -1.75 -0.50
C 2.66 -2.23 -2.64
H 3.15 1.29 1.25
F 4.28 -2.33 5.98
H -3.18 -1.38 0.02
C 2.27 2.43 -1.58
O 2.23 -0.05 5.51
C 1.30 2.09 -0.27
H -9.15 -0.94 -0.87
H 5.97 -1.50 -2.44
H -4.10 1.19 1.96
S 2.64 -0.88 4.37
H 2.72 -1.71 -3.69
O 3.79 -0.34 3.64
H 3.81 3.08 1.06
H 3.08 -3.35 -2.72
F 3.65 -3.39 4.18
C -3.35 0.59 1.27
C 2.67 0.94 -2.22
O 1.52 -1.24 3.49
O 1.67 2.91 0.92
Si 3.65 -1.36 -1.24
H 1.68 3.09 -2.38
H -2.53 0.14 2.01
H -0.59 3.38 -0.03
C 5.51 -1.96 -1.45
H 5.43 -3.13 -1.65
C -8.07 -0.54 -1.18
Br -1.24 0.08 -1.63
C -5.05 0.45 -1.99
H 2.82 2.54 2.68
H 3.16 1.14 -3.27
H 4.07 -2.28 1.09
H 3.26 3.02 -1.28
C -4.02 -0.69 0.50
H 1.39 0.92 -0.06
C 2.93 2.41 1.51
H 2.27 -2.65 0.53
H -3.99 0.84 -2.34
H 1.66 0.34 -2.25
N -1.15 1.18 -0.08
H -4.52 -1.37 1.35
H -8.81 0.43 -3.31
C -7.87 0.26 -2.63
C -2.55 1.65 0.30
C 3.13 -1.84 0.55
H -2.40 2.64 0.94
H -3.13 1.97 -0.66
C -6.77 -0.82 -0.17
H -0.52 2.50 -1.72
O 3.70 0.39 -1.34
C -0.30 2.37 -0.56
H 1.54 -2.34 -2.25
```

Computed properties:
LUMO energy, eV: 1.732
Calculated total energy, hartree: -4695.75278
Frontier orbital gap, eV: 7.60
Charge: -1



# 2
Molecular formula: C18H30Cl2N3O7P2Rb
Method: DFT, ωB97M-V/def2-TZVPD

The geometry in XYZ format:
```
63
C18H30Cl2N3O7P2Rb (ωB97M-V/def2-TZVPD)
C 1.31 -2.54 -2.40
C -0.08 -2.49 -1.81
H -4.34 0.40 -1.22
O -0.79 6.95 0.25
H 0.12 -0.47 -1.14
H -0.34 -2.43 2.75
C 1.35 -1.46 1.85
C -4.18 -0.70 1.34
H -3.58 -1.41 1.93
H -3.55 1.93 -0.79
O -1.03 5.00 -1.36
O 1.99 3.56 -1.43
P 2.48 4.73 -0.62
C -0.51 -1.35 -1.18
H -3.95 -4.54 -2.08
H 5.03 3.51 -1.02
H -1.05 7.40 -0.57
C -3.28 0.36 0.67
O 1.28 5.88 -0.63
N -2.02 -0.07 0.09
H -2.25 2.14 1.39
C -0.91 -3.63 -1.87
C 4.37 -2.77 0.16
H -3.81 1.85 2.19
H 5.31 -2.57 0.68
H -5.07 1.46 0.02
H 1.73 -3.62 1.40
C -2.63 -2.39 -0.68
Cl 6.62 2.17 0.17
Cl 4.23 1.31 -1.36
C 0.00 -1.42 2.51
N 3.17 -0.77 1.03
H 1.38 -3.31 -3.18
H 4.35 2.81 0.45
Rb 0.24 2.36 -0.16
H 4.21 -3.84 0.13
C -4.12 1.09 -0.39
H -4.77 -1.26 0.62
H -0.74 -0.96 1.84
C 3.22 -2.10 0.85
H -4.89 -0.20 2.02
C -2.19 -3.55 -1.32
P -0.24 5.49 -0.20
O 3.77 5.37 -0.95
O 2.42 4.29 0.96
C -3.12 -4.74 -1.40
H -3.63 -2.40 -0.28
H 1.43 4.39 1.09
H 1.59 -1.58 -2.84
C 4.97 2.62 -0.41
H -0.58 -4.53 -2.37
H 0.04 -0.82 3.43
H -2.59 -5.62 -1.76
H 3.81 -0.09 0.66
C 2.05 -2.59 1.38
N 2.03 -0.35 1.63
H 4.48 -2.40 -0.86
H -2.39 0.84 2.58
H -3.54 -4.97 -0.42
O -0.17 4.64 1.04
C -1.80 -1.22 -0.55
H 2.05 -2.78 -1.63
C -2.91 1.36 1.78
```

Computed properties:
Relative energy (zero: lowest compared OMol25 entry of this formula, charge and spin), eV: 0.0000
LUMO energy, eV: 4.138
Calculated total energy, hartree: -3022.41771
Frontier orbital gap, eV: 5.19
Charge: -2



# 3
Molecular formula: C18H30ClN2O6P
Method: DFT, ωB97M-V/def2-TZVPD

The geometry in XYZ format:
```
58
C18H30ClN2O6P (ωB97M-V/def2-TZVPD)
C 1.44 2.18 -0.45
H -7.13 0.92 0.64
O -3.34 -3.89 -0.63
C -7.19 0.98 -1.50
H 2.48 2.67 1.41
C -0.78 -0.60 2.24
H 0.46 0.43 -1.22
H -4.32 -1.54 -1.45
H 6.26 1.14 -0.30
C -6.67 0.54 -2.70
H -0.35 1.48 2.42
H -1.07 2.24 0.21
O -8.73 2.29 -2.60
H -2.03 1.08 2.10
C -6.71 0.55 -0.28
O -8.73 2.34 -0.45
H -3.73 -4.62 -1.14
H 0.14 -1.05 1.82
H 4.73 0.90 2.37
O -1.90 -1.45 1.90
H 0.81 3.04 -0.21
H 1.69 2.28 -1.51
P -2.36 -3.04 -1.60
H -1.03 -1.44 -0.69
Cl -0.69 -4.27 -1.86
C 8.29 -1.56 -0.03
H 6.48 -1.20 1.60
H -5.27 -0.72 0.67
H 3.00 0.25 1.04
C -5.13 -0.83 -1.46
C 2.71 2.29 0.40
C 3.57 1.04 0.53
H 3.83 0.64 -0.46
H 8.59 -1.00 0.87
H 8.96 -1.27 -0.85
C 6.14 -0.79 0.64
H -1.60 0.65 -0.25
H 4.98 2.38 1.46
C 0.58 0.91 -0.24
H 8.41 -2.63 0.15
O -1.34 -3.53 1.29
H -5.21 -0.74 -3.61
C 4.85 1.29 1.36
O 6.96 -1.27 -0.41
H -0.67 -0.64 3.32
N -8.31 1.95 -1.52
H 3.35 3.06 -0.06
H 5.13 -1.19 0.47
C 6.11 0.74 0.71
C -5.63 -0.38 -2.68
H 1.09 0.18 0.39
C -0.84 1.17 0.33
C -1.64 -2.42 0.98
C -5.67 -0.37 -0.27
H 6.98 1.07 1.29
H -7.08 0.90 -3.64
N -1.83 -1.97 -0.37
C -1.00 0.84 1.81
```

Computed properties:
Relative energy (zero: lowest compared OMol25 entry of this formula, charge and spin), eV: 0.0000
LUMO energy, eV: -0.389
Calculated total energy, hartree: -2066.30288
Frontier orbital gap, eV: 9.29
SMILES: COCCCCCCCCCCOC(=O)NP(O)Cl.O=[N+]([O-])c1ccccc1



# 4
Molecular formula: C18H30F3N2O7PS2
Method: DFT, ωB97M-V/def2-TZVPD

The geometry in XYZ format:
```
63
C18H30F3N2O7PS2 (ωB97M-V/def2-TZVPD)
C -1.71 0.02 2.13
H -2.14 0.52 1.27
C 0.62 6.15 -0.28
N 6.52 -0.06 1.05
H -1.69 -2.10 2.61
H 0.32 1.18 2.41
H 0.09 2.30 -2.97
C 2.11 -0.16 1.79
C 0.02 -0.31 0.02
O -0.41 6.71 -0.49
F -2.95 -2.85 0.76
C 1.16 2.17 -2.79
F -3.82 -0.88 0.56
H 2.64 -1.67 0.31
C 1.78 3.54 -2.52
H -0.77 1.28 -1.25
O 4.62 0.41 0.05
H 0.18 3.88 -1.16
H -6.21 -5.75 -2.07
C 5.60 1.26 -0.35
H -5.23 -5.30 0.12
H 0.76 -0.97 -0.41
H 2.25 -2.30 1.90
H -5.23 -4.30 -2.40
H -3.67 -4.84 -0.60
H 0.23 -1.25 2.74
N 6.73 1.01 0.21
S 4.50 -1.68 1.77
P 0.20 -0.13 1.85
H 1.00 5.27 3.02
O 1.34 5.58 -1.28
H -2.94 -1.20 3.42
H 1.60 4.20 -3.37
H 1.51 0.18 -2.09
H -0.95 -0.75 -0.20
H -0.51 5.21 1.97
C 1.21 6.02 1.07
H 2.86 3.39 -2.44
C 5.27 -0.38 0.94
C -2.41 -1.29 2.48
C 2.73 -1.47 1.37
H 2.45 0.06 2.81
H 2.44 0.68 1.17
H -1.83 0.71 2.97
H 1.75 3.73 -0.38
F -4.54 -2.23 2.08
H 2.23 6.35 1.22
C -4.55 -5.49 -0.70
C 0.13 1.07 -0.68
O -2.38 -7.40 -2.32
C -3.42 -1.79 1.46
H 1.57 1.75 -3.71
C 0.54 5.47 2.07
H 0.23 1.87 0.06
C -5.20 -5.33 -2.06
C 1.33 1.16 -1.63
H 5.37 2.03 -1.06
O -4.12 -6.86 -0.66
O -4.37 -6.11 -2.93
O -4.58 -8.51 -2.40
S -3.78 -7.37 -2.14
H 2.25 1.42 -1.10
C 1.24 4.15 -1.25
```

Computed properties:
LUMO energy, eV: 0.246
Calculated total energy, hartree: -2777.24007
Frontier orbital gap, eV: 8.96
SMILES: C=CC(=O)OCCCCCC[PH2](CCSc1nnco1)CCC(F)(F)F.O=S1(=O)OCCO1



# 5
Molecular formula: C18H30F4N3RhSSi2
Method: DFT, ωB97M-V/def2-TZVPD

The geometry in XYZ format:
```
59
C18H30F4N3RhSSi2 (ωB97M-V/def2-TZVPD)
C -1.92 4.61 1.34
H -3.49 -1.11 -1.48
C 1.52 2.29 -2.21
H 4.18 1.31 -3.62
C -2.27 1.82 0.75
F -4.12 4.62 2.14
C -2.48 -3.42 -1.06
H 1.20 -2.31 2.15
C 1.49 -0.46 -3.32
H -2.50 -1.98 1.97
S 1.42 -4.61 -1.71
H 4.69 1.53 -1.94
H -3.90 -0.42 1.45
C -3.61 -1.41 -0.43
H 2.62 -2.79 1.23
Rh -0.66 -0.60 -0.16
H -3.51 -3.35 1.44
H 1.56 -0.04 -4.32
H 1.27 1.73 2.29
H 4.68 -0.09 -2.65
H 4.28 0.29 2.95
C 2.48 -0.34 -0.48
H 0.15 0.38 2.11
H 2.80 -2.24 2.91
H 0.43 -0.54 -3.06
C -3.63 -0.17 0.42
C 0.78 -3.24 -1.17
H 1.90 -1.47 -3.33
Si 2.37 0.63 -2.07
Si 2.46 -0.30 1.37
H 4.33 1.33 1.51
H 1.82 3.01 -1.45
H -1.80 5.66 1.55
H -1.74 -3.49 1.43
H -3.43 -3.96 -1.04
N -2.33 0.50 0.38
H 0.43 2.18 -2.16
C -3.27 2.60 1.34
H 3.00 -1.27 -0.75
N 0.34 -2.22 -0.78
H -2.29 -3.05 -2.06
H -1.68 -4.12 -0.79
H 1.77 2.70 -3.19
F -4.46 2.06 1.69
F -0.03 1.82 0.01
N -2.50 -2.30 -0.11
H 4.92 -0.33 1.42
H -4.41 0.48 0.03
H 1.31 0.36 3.42
F 0.30 4.41 0.55
H -4.57 -1.93 -0.33
C 4.14 0.87 -2.62
C -3.10 3.95 1.60
C -1.07 2.52 0.54
C 2.25 -2.07 1.97
C -2.57 -2.81 1.26
C -0.89 3.85 0.81
C 4.16 0.31 1.86
C 1.17 0.64 2.37
```

Computed properties:
LUMO energy (spin up / spin down), eV: 0.428 / -1.819
Calculated total energy, hartree: -2355.23865
Frontier orbital gap (spin up / spin down), eV: 8.41 / 6.44
Multiplicity: 5
<S²>: 6.020



# 6
Molecular formula: C18H30FNO3
Method: DFT, ωB97M-V/def2-TZVPD

The geometry in XYZ format:
```
53
C18H30FNO3 (ωB97M-V/def2-TZVPD)
C 6.12 -0.61 0.87
C 1.46 1.37 0.18
C 8.02 -2.18 0.08
C 3.92 0.41 -0.19
H -6.64 -3.21 -1.33
H -5.78 1.96 2.61
O -4.97 -0.77 -2.47
C -3.09 -0.16 0.56
H 8.79 -1.36 0.04
H 4.04 0.10 -1.27
C -4.29 -0.83 1.07
H 6.05 1.08 -0.51
C -4.59 -2.36 0.82
H 3.44 2.45 0.51
H -1.98 3.16 0.15
H 1.26 1.95 1.12
C -6.25 -1.12 -1.92
H 0.95 1.28 -1.93
H 6.81 -0.91 -1.24
H 3.52 -0.46 0.38
C -5.29 -0.05 1.83
H -6.89 -1.43 -2.81
C -1.68 2.09 0.34
F -1.38 -1.94 -0.64
H -0.99 0.32 -0.93
C 2.99 1.69 -0.19
H 5.43 1.47 1.15
C 6.63 -1.54 -0.33
N -3.91 1.99 1.52
O -4.66 -3.17 1.68
H 5.45 -1.15 1.59
H -6.73 -0.19 -1.51
C 5.40 0.70 0.33
H 8.00 -2.53 1.14
H 3.05 2.13 -1.23
H -3.81 2.99 1.67
H 7.05 -0.34 1.45
H 8.30 -3.01 -0.63
C -2.93 1.28 0.82
H 1.32 0.29 0.43
H 0.72 2.94 -1.29
H 5.82 -2.30 -0.51
H -6.79 -2.05 0.05
O -4.82 -2.69 -0.53
H -1.46 1.80 -1.85
C -0.96 1.45 -0.90
C -5.03 1.35 2.02
C 0.57 1.86 -1.03
H -2.31 -0.76 -0.02
H -6.22 -0.52 2.22
H -4.52 -0.29 -1.75
H -0.96 2.08 1.21
C -6.18 -2.30 -0.86
```

Computed properties:
LUMO energy, eV: -1.588
Calculated total energy, hartree: -1084.03154
Frontier orbital gap, eV: 6.46



# 7
Molecular formula: C18H30HfN2O7
Method: DFT, ωB97M-V/def2-TZVPD

The geometry in XYZ format:
```
58
C18H30HfN2O7 (ωB97M-V/def2-TZVPD)
H -1.34 -3.42 -0.33
H -0.67 -3.37 -1.99
C 2.71 1.31 -1.00
H -2.76 1.88 -0.44
H 3.82 0.09 0.41
N -1.29 1.34 -1.83
H 0.03 0.92 -3.40
C 1.09 -2.66 0.04
C -1.05 -2.77 -1.16
H 0.72 -2.89 1.03
H -3.86 5.35 -5.78
H -2.31 1.45 2.56
H 1.81 3.71 -1.15
C 0.98 3.08 -0.83
C -2.50 3.15 -3.56
C 2.29 -1.76 0.05
N -3.68 4.46 -5.32
C -2.40 2.04 -1.45
C -1.43 2.36 -3.99
O 0.04 -1.90 -0.67
H 2.73 1.24 1.18
H -3.81 -0.26 0.68
C -3.11 -1.09 0.61
C -0.84 1.50 -3.11
C -1.35 0.95 2.72
C 2.87 0.59 0.32
O 1.29 1.67 -1.11
O -2.24 -0.81 -0.53
H 2.79 -1.72 -0.92
H 2.93 0.67 -1.85
H -3.86 3.51 -1.92
H -1.02 2.46 -4.99
C -2.13 -1.82 -1.58
O -0.03 2.00 1.05
H -1.32 0.49 3.70
H 0.11 4.08 0.89
H 0.10 3.33 -1.42
H -0.38 2.86 2.94
Hf -0.26 0.24 -0.24
C -2.21 -1.19 1.82
H -3.10 -2.31 -1.72
H 1.64 3.24 1.26
H -3.67 -2.01 0.44
H 0.75 1.47 2.91
H -2.76 -1.07 2.75
O 1.78 -0.40 0.35
H 2.99 -2.04 0.83
C -0.18 1.87 2.51
C -2.85 4.44 -4.29
H 1.30 -3.58 -0.51
O -1.23 -0.10 1.69
H -1.88 -1.28 -2.49
O -2.23 5.35 -3.79
C -3.02 2.94 -2.28
H 3.33 2.20 -1.06
C 0.73 3.21 0.66
H -1.64 -2.12 1.86
H -4.18 3.65 -5.65
```

Computed properties:
Relative energy (zero: lowest compared OMol25 entry of this formula, charge and spin), eV: 0.0000
LUMO energy, eV: -13.263
Calculated total energy, hartree: -1386.65162
Frontier orbital gap, eV: 6.74
Charge: +4



# 8
Molecular formula: C18H30N3OY
Method: DFT, ωB97M-V/def2-TZVPD

The geometry in XYZ format:
```
53
C18H30N3OY (ωB97M-V/def2-TZVPD)
C 2.03 2.62 -0.56
O 1.03 -0.09 2.11
C 0.39 0.56 -3.54
H 2.99 -1.54 -3.37
C 2.86 -0.97 -2.44
H -1.53 0.11 5.65
H -3.39 0.17 0.53
C -2.44 -0.05 2.38
H 2.08 -4.01 -0.98
H 2.83 -2.71 -0.05
H 0.71 3.97 -2.64
C 0.34 -0.45 -2.45
N -0.26 0.06 4.03
H -2.23 -2.46 0.10
H 1.39 -3.53 0.57
H -2.95 -0.97 -1.50
C 0.52 2.80 -0.81
H -1.64 -3.86 -0.82
C 0.94 0.25 4.86
H 2.58 3.57 -0.72
C -0.85 -1.04 -1.88
H 0.67 0.09 -4.50
H -4.42 -0.03 1.89
H 1.80 0.34 4.21
H -0.01 2.80 0.16
C -0.43 -2.09 -1.01
N -1.19 -0.01 1.86
Y 0.33 -0.03 0.03
H 0.10 1.90 -1.36
N -3.48 -0.04 1.52
C -0.13 -0.04 2.70
C -2.23 -0.67 -2.27
H -3.62 -0.11 4.17
C -2.60 -0.07 3.77
H 0.66 4.95 -1.16
H -0.83 4.19 -1.75
H 3.60 -1.32 -1.73
H -0.82 -3.37 0.67
H 0.81 1.17 5.44
H -2.33 0.41 -2.43
H -2.54 -1.17 -3.20
H 1.06 -0.59 5.56
H 2.21 2.19 0.47
C 1.87 -3.15 -0.33
C 0.26 4.06 -1.64
H 1.14 1.35 -3.35
H -0.57 1.07 -3.68
C 1.02 -2.13 -1.01
C -1.51 0.03 4.57
H 3.10 0.07 -2.68
C -1.32 -2.99 -0.23
C 1.48 -1.14 -1.92
H 2.50 1.93 -1.25
```

Computed properties:
Relative energy (zero: lowest compared OMol25 entry of this formula, charge and spin), eV: 0.0000
LUMO energy, eV: -6.837
Calculated total energy, hartree: -981.30684
Frontier orbital gap, eV: 7.60
Charge: +2



Q: Among the records above, which one has the highest calculated total energy?
A: C18H30N3OY